<A>
ORCA calculation (the ωB97M-V functional and the def2-TZVPD basis) on an isolated molecule of C5H8O2S.

ORCA input file:
```
! RIJCOSX wB97M-V def2-TZVPD def2/J DEFGRID3
* xyz 0 1
S 2.714 -0.903 -0.348
C 1.519 0.424 -0.446
C 1.048 1.139 0.802
C 0.132 0.212 0.088
C -1.116 0.668 -0.649
O -1.836 -0.549 -0.826
C -1.546 -1.274 0.333
O -0.186 -1.032 0.640
H 1.821 -1.892 -0.302
H 1.591 1.004 -1.388
H 0.891 2.213 0.754
H 1.488 0.812 1.729
H -0.940 1.096 -1.650
H -1.736 1.380 -0.057
H -2.154 -0.946 1.165
H -1.690 -2.351 0.154
*
```

Properties
E_LUMO: 0.89 eV
HOMO: -8.95 eV
SMILES string: S[C@@H]1C[C@@]12COCO2
Frontier orbital gap: 9.8 eV

=====

<B>
ORCA calculation (the ωB97M-V functional and the def2-TZVPD basis) on an isolated molecule of C5H8O2S.

ORCA input file:
```
! RIJCOSX wB97M-V def2-TZVPD def2/J DEFGRID3
* xyz 0 1
C 0.939 -1.045 1.175
C 0.900 -0.085 -0.018
O 1.040 -0.800 -1.242
C -0.510 0.398 -0.052
C -1.545 -0.612 -0.651
S -3.034 -0.748 -0.001
C -0.707 1.892 -0.487
O -1.109 1.270 0.794
H 1.946 -1.273 1.483
H 0.656 -0.458 2.067
H 0.229 -1.860 1.066
H 1.429 0.949 -0.030
H 2.215 -0.872 -1.272
H -1.123 -1.418 -1.282
H 0.136 2.684 -0.241
H -1.462 1.977 -1.308
*
```

Properties
E_LUMO: -0.28 eV
HOMO: -8.55 eV
SMILES string: C[C@@H](O)[C@]1(C=S)CO1
Frontier orbital gap: 8.3 eV

=====

<C>
ORCA calculation (the ωB97M-V functional and the def2-TZVPD basis) on an isolated molecule of C5H8O2S.

ORCA input file:
```
! RIJCOSX wB97M-V def2-TZVPD def2/J DEFGRID3
* xyz 0 1
C 1.154 1.003 0.896
C 0.928 0.502 -0.635
O -0.323 0.630 -1.335
C -1.518 0.279 -0.525
C -1.519 -1.024 0.271
S 0.026 -2.033 -0.144
C 1.405 -0.892 -0.613
O 2.636 -1.161 -0.563
H 0.100 0.549 1.470
H 1.248 2.209 0.951
H 1.990 0.348 1.467
H 1.668 1.016 -1.110
H -2.199 -0.060 -1.235
H -1.774 1.129 0.026
H -1.457 -0.742 1.304
H -2.365 -1.754 -0.225
*
```

Properties
E_LUMO: 0.47 eV
HOMO: -9.49 eV
SMILES string: C[C@@H]1OCCSC1=O
Frontier orbital gap: 10.0 eV

=====

In terms of stability, <A> leads; the second structure lies 1.588 eV higher.

=====

<A>
ORCA calculation (the ωB97M-V functional and the def2-TZVPD basis) on an isolated molecule of C17H19ClN2O3S2.

ORCA input file:
```
! RIJCOSX wB97M-V def2-TZVPD def2/J DEFGRID3
* xyz 0 1
C 4.054 -4.213 -0.652
C 2.866 -3.407 -1.124
O 2.839 -2.801 -2.168
N 1.828 -3.436 -0.228
C 0.642 -2.707 -0.288
C 0.138 -2.212 -1.490
C -0.999 -1.427 -1.484
C -1.650 -1.168 -0.295
S -3.024 -0.027 -0.294
O -3.997 -0.426 0.678
O -3.429 0.214 -1.645
N -2.345 1.396 0.254
C -2.045 1.478 1.662
C -2.053 2.924 2.153
S -0.404 3.684 2.255
C 0.049 3.864 0.496
C 0.606 2.626 -0.142
C 0.381 2.377 -1.493
C 0.961 1.282 -2.110
C 1.756 0.405 -1.392
C 1.941 0.639 -0.040
Cl 2.891 -0.464 0.888
C 1.387 1.740 0.589
C -1.201 -1.706 0.897
C -0.053 -2.474 0.901
H 4.801 -4.243 -1.439
H 3.752 -5.227 -0.399
H 4.487 -3.743 0.229
H 2.015 -3.872 0.665
H 0.649 -2.426 -2.413
H -1.403 -1.013 -2.393
H -1.613 1.711 -0.366
H -2.852 0.924 2.148
H -1.085 1.004 1.913
H -2.424 2.979 3.175
H -2.682 3.539 1.510
H -0.827 4.231 -0.039
H 0.811 4.648 0.496
H -0.230 3.057 -2.069
H 0.798 1.110 -3.162
H 2.223 -0.441 -1.870
H 1.563 1.919 1.639
H -1.757 -1.526 1.802
H 0.319 -2.886 1.828
*
```

Properties
E_LUMO: 0.41 eV
HOMO: -8.96 eV
SMILES string: CC(=O)Nc1ccc(S(=O)(=O)NCCSCc2cccc(Cl)c2)cc1
Frontier orbital gap: 9.4 eV

=====

<B>
ORCA calculation (the ωB97M-V functional and the def2-TZVPD basis) on an isolated molecule of C17H19ClN2O3S2.

ORCA input file:
```
! RIJCOSX wB97M-V def2-TZVPD def2/J DEFGRID3
* xyz 0 1
C 6.314 1.441 0.384
C 5.159 0.535 0.750
O 5.078 -0.054 1.800
N 4.224 0.465 -0.253
C 3.029 -0.248 -0.291
C 2.595 -1.050 0.765
C 1.392 -1.724 0.668
C 0.620 -1.594 -0.469
S -0.950 -2.421 -0.636
O -0.769 -3.712 -1.230
O -1.863 -1.511 -1.281
N -1.380 -2.703 0.961
C -1.926 -1.581 1.689
C -3.359 -1.250 1.291
S -4.038 0.135 2.247
C -2.946 1.514 1.728
C -2.759 1.572 0.248
C -3.871 1.588 -0.588
C -3.738 1.626 -1.962
C -2.477 1.660 -2.531
C -1.357 1.654 -1.722
C -1.503 1.598 -0.347
Cl -0.056 1.576 0.619
C 1.044 -0.816 -1.530
C 2.246 -0.144 -1.444
H 5.957 2.452 0.204
H 7.027 1.456 1.203
H 6.810 1.077 -0.514
H 4.414 1.010 -1.083
H 3.201 -1.133 1.651
H 1.043 -2.346 1.476
H -1.922 -3.552 1.031
H -1.270 -0.737 1.467
H -1.870 -1.797 2.761
H -4.022 -2.089 1.505
H -3.411 -1.005 0.230
H -3.465 2.403 2.089
H -1.999 1.420 2.257
H -4.852 1.555 -0.135
H -4.617 1.625 -2.588
H -2.362 1.688 -3.604
H -0.367 1.687 -2.150
H 0.413 -0.743 -2.402
H 2.584 0.470 -2.267
*
```

Properties
E_LUMO: 0.43 eV
HOMO: -8.64 eV
SMILES string: CC(=O)Nc1ccc(S(=O)(=O)NCCSCc2ccccc2Cl)cc1
Frontier orbital gap: 9.1 eV

=====

In terms of stability, <A> leads; the second structure lies 0.102 eV higher.

=====

<A>
ORCA calculation (the ωB97M-V functional and the def2-TZVPD basis) on an isolated molecule of C3H5NSSi.

ORCA input file:
```
! RIJCOSX wB97M-V def2-TZVPD def2/J DEFGRID3
* xyz 0 1
C -2.288 -1.550 0.043
C -1.037 0.437 1.427
C 1.135 -0.008 0.401
N 0.051 0.286 0.742
Si 2.130 0.459 -1.095
S -2.544 -0.446 1.182
H -3.162 -2.166 -0.227
H -1.088 1.339 1.980
H 2.339 -0.479 -2.308
H 3.318 0.649 -0.407
H 1.144 1.479 -1.737
*
```

Properties
E_LUMO: -0.12 eV
HOMO: -7.79 eV
Frontier orbital gap: 7.7 eV

=====

<B>
ORCA calculation (the ωB97M-V functional and the def2-TZVPD basis) on an isolated molecule of C3H5NSSi.

ORCA input file:
```
! RIJCOSX wB97M-V def2-TZVPD def2/J DEFGRID3
* xyz 0 1
C 1.058 -1.325 1.038
C 1.747 1.343 1.091
C 0.118 -1.132 0.123
N 0.716 1.713 0.575
Si -1.053 -0.056 -0.770
S 2.389 -0.323 1.457
H 1.307 -2.270 1.310
H 2.375 2.058 1.794
H -0.203 0.304 -1.945
H -1.983 0.918 -0.224
H -2.278 -0.892 -1.371
*
```

Properties
E_LUMO (spin up / spin down): -2.39 / -2.39 eV
HOMO (spin up / spin down): -8.31 / -8.31 eV
Frontier orbital gap (spin up / spin down): 5.9 / 5.9 eV

=====

In terms of stability, <A> leads; the second structure lies 0.147 eV higher.